Entry 1:
12 unconnected molecules or ions with the total composition C7H37NO11 at a distorted geometry. Source: OMol25; level of theory: ωB97M-V/def2-TZVPD.

Results
structure (SMILES)	C/C=C/CC[C@@H](C)N.O.O.O.O.O.O.O.O.O.O.O
gap between HOMO and LUMO	9.10	eV
LUMO	0.140	eV
ΔE to the lowest compared entry with this formula, charge and spin	96.6	kcal/mol

```
56
Properties=species:S:1:pos:R:3:forces:R:3:lowdin_charge:R:1
C -1.88650 -1.15976 0.43115 0.8 -0.6 -0.8 -0.048
C -0.49246 -0.67656 0.82434 0.5 0.9 0.7 -0.417
C 0.50392 -1.84857 1.23429 -1.2 1.9 -3.0 -0.141
C 1.07219 -2.30885 -0.10844 -1.0 -2.8 -0.5 -0.243
C 3.85911 -0.34096 -1.96559 -0.6 0.1 0.4 -0.100
C 3.10090 -0.89257 -0.76033 -1.3 0.9 -1.0 -0.132
C 1.90460 -1.45371 -0.99279 1.5 -0.7 -0.6 -0.151
N -0.56314 0.29893 1.91558 1.5 0.6 -1.0 0.040
H -2.73488 -0.48724 0.63795 0.6 -0.2 0.1 0.091
H -1.94427 -2.11065 0.95218 -1.0 -0.3 0.1 0.053
H -1.86321 -1.36970 -0.64540 -0.4 -0.1 0.2 0.060
H -0.02555 -0.12766 -0.04941 -0.4 -0.6 1.0 0.136
H -0.03521 -2.74992 1.60083 0.6 0.8 0.8 0.113
H 1.35140 -1.36332 1.73062 -0.5 -0.7 0.9 0.106
H 0.26347 -2.74546 -0.81801 1.2 0.8 1.5 0.107
H 1.62790 -3.22887 0.21205 0.1 0.5 -0.9 0.129
H 4.27975 -1.13522 -2.57612 0.6 -0.1 0.3 0.071
H 3.10823 0.07552 -2.63550 0.1 0.4 0.0 0.056
H 4.57795 0.43594 -1.68835 0.0 -0.3 -0.3 0.070
H 3.37103 -0.58125 0.23416 0.5 -0.4 0.4 0.093
H 1.69136 -1.62376 -2.06746 -0.1 0.3 0.5 0.114
H -1.14620 0.02702 2.67351 -0.8 0.2 0.2 0.037
H -0.64645 1.24023 1.54007 -0.4 -0.3 0.8 0.047
H -0.56681 2.58663 -0.10423 0.9 0.2 -1.1 0.021
H 0.66429 3.23415 0.33916 0.3 0.1 -0.4 0.032
O 0.33544 2.77990 -0.46037 -1.0 -0.4 1.3 -0.073
H -2.00915 -2.68638 -4.01441 -0.2 -0.4 0.0 0.053
H -1.60814 -1.48890 -3.24612 -0.3 0.4 0.6 0.012
O -2.00036 -2.36464 -3.10666 0.3 0.1 -0.5 -0.059
H -2.98081 0.64433 -3.24974 -0.4 -0.2 0.4 0.041
H -1.56107 1.02820 -3.61967 -0.4 -0.9 1.6 0.033
O -2.10242 0.60893 -2.86032 0.4 0.7 -1.5 -0.109
H -2.16310 3.33374 0.56617 -0.3 0.1 0.3 0.020
H -2.15812 4.81375 0.21483 0.1 0.0 0.0 0.051
O -2.28379 3.94027 -0.16724 -0.2 0.0 -0.1 -0.037
H 0.34550 3.76249 -3.51970 0.1 0.3 0.6 0.067
H -0.15294 2.92419 -2.24713 0.5 0.6 0.3 0.014
O -0.27122 3.10678 -3.18909 -0.3 0.1 -0.7 -0.047
H -1.80187 -2.42157 3.42739 0.5 -0.3 0.2 0.032
H -2.76874 -1.43417 3.85836 0.1 0.2 0.6 0.055
O -1.92046 -1.80141 4.15906 -0.7 0.1 -0.9 -0.049
H 0.31546 0.36442 -3.45630 -0.2 -0.4 -0.3 0.034
H 0.36313 1.75120 -3.98700 -1.1 -1.1 -0.6 0.042
O 0.01484 0.83609 -4.24747 1.7 0.8 0.3 -0.108
H -0.00157 -0.12744 4.16001 0.4 -0.8 0.0 0.004
H 0.90555 -1.41665 4.44902 -0.7 -0.1 -0.2 0.037
O 0.79656 -0.47551 4.57788 0.6 0.5 0.7 -0.065
H 2.44008 1.24895 4.28442 -0.2 -0.4 0.0 0.048
H 1.74055 1.02902 2.88886 0.0 -0.2 0.7 0.028
O 1.99950 1.68641 3.55632 0.1 0.8 -0.9 -0.070
H -1.62968 -3.86031 -1.70685 0.0 0.1 0.1 0.006
H -1.19090 -3.69408 -0.25451 -0.2 -0.2 -0.2 -0.020
O -1.34188 -4.36619 -0.92908 -0.2 -0.1 0.0 -0.072
H 0.97683 2.96418 2.81915 0.1 0.1 0.5 -0.003
H -0.15154 4.02726 3.02148 0.1 0.0 0.2 0.048
O 0.39290 3.59281 2.36443 -0.2 0.0 -0.7 -0.057
```
Positions in Å, forces in eV/Å.

Entry 2:
A molecular structure, C7H3CrNO4Se2Te2. Source: OMol25; level of theory: ωB97M-V/def2-TZVPD.

Results
expectation value of S²	6.024
gap between HOMO and LUMO (alpha / beta)	4.93 / 4.91	eV
2S+1	5
charge	-2
LUMO (alpha / beta)	4.407 / 4.397	eV
ΔE to the lowest compared entry with this formula, charge and spin	1.5	kcal/mol

```
20
Properties=species:S:1:pos:R:3:forces:R:3:lowdin_charge:R:1
Cr 1.44396 -0.63709 0.02142 0.0 0.0 -0.1 0.316
O 1.36342 3.45002 0.58941 0.0 0.0 0.0 0.019
C 1.19514 2.24978 0.39764 0.0 0.0 0.0 -0.607
O 2.05472 1.30795 0.42591 0.0 0.0 0.0 -0.139
C -0.22045 1.75418 0.10660 0.0 0.0 0.0 -0.156
C -1.36416 2.52630 0.01948 0.0 0.0 0.0 -0.002
C -2.57201 1.88143 -0.22648 0.0 0.0 0.0 -0.059
C -2.61441 0.49914 -0.36476 0.0 0.0 0.0 0.001
C -1.42708 -0.20458 -0.26090 0.0 0.0 0.0 -0.152
N -0.28608 0.43667 -0.04482 0.0 0.0 0.1 0.048
C -1.24836 -1.72236 -0.34669 0.0 0.0 0.0 -0.605
O -2.25197 -2.40583 -0.52680 0.0 0.0 0.0 0.022
O -0.03775 -2.08577 -0.19830 0.0 0.0 0.1 -0.137
H -1.28324 3.59637 0.14835 0.0 0.0 0.0 0.111
H -3.48568 2.45966 -0.30357 0.0 0.0 0.0 0.096
H -3.52921 -0.04780 -0.54440 0.0 0.0 0.0 0.112
Se 3.77069 -1.80175 0.56997 0.0 0.0 -0.1 -0.247
Te 3.19931 -1.67886 -1.94326 0.0 0.0 0.1 0.109
Te 4.27695 -5.80468 0.83762 0.1 0.0 0.0 -0.306
Se 3.01619 -3.77276 1.64357 -0.2 -0.1 -0.1 -0.423
```
Positions in Å, forces in eV/Å.

Entry 3:
A molecular structure, C7H3FeNO4 at a distorted geometry. Source: OMol25; level of theory: ωB97M-V/def2-TZVPD.

Results
expectation value of S²	8.772
gap between HOMO and LUMO (alpha / beta)	5.10 / 4.35	eV
2S+1	6
charge	+3
LUMO (alpha / beta)	-15.978 / -17.020	eV

```
16
Properties=species:S:1:pos:R:3:forces:R:3:lowdin_charge:R:1
C -2.09283 0.94690 -1.22505 -0.2 -0.2 0.2 0.294
C -0.98727 1.35327 -0.44408 0.9 -1.2 0.6 0.099
C 0.02874 0.43893 0.14693 -0.6 2.2 0.3 0.024
C 0.03507 -0.94844 0.21824 -1.1 1.4 -0.7 -0.009
O -0.99904 -1.63107 -0.30452 3.2 -1.4 0.4 0.172
C -0.59949 -2.92935 -0.58783 -1.9 2.4 0.6 -0.179
N -0.56631 -4.03972 -0.82760 0.5 -1.5 -0.4 0.319
C 1.30828 -1.41832 0.98118 -2.6 2.1 -1.4 -0.247
O 1.73063 -2.44430 1.22759 1.0 -1.6 0.6 0.389
O 1.85617 -0.14812 1.38364 2.0 2.2 0.4 0.195
C 1.31780 0.95946 0.86968 -2.7 -3.9 -0.7 -0.293
O 1.71175 2.11890 0.97587 1.8 1.4 -0.2 0.042
H -2.33950 1.44371 -2.19572 0.0 0.0 1.0 0.154
H -2.78636 0.13722 -0.88489 0.8 0.3 -0.5 0.149
H -0.88758 2.43793 -0.21405 0.3 -0.7 -0.7 0.161
Fe 3.26994 3.72300 0.88062 -1.2 -1.5 0.4 1.729
```
Positions in Å, forces in eV/Å.